Formula: C30H28BF15GeN2O2STa
Source: OMol25
Level of theory: ωB97M-V with the def2-TZVPD basis set

The total charge is +3. The value obtained for the strongest force on any atom is 0.0195 hartree/bohr. The total energy is -148953.6118 eV. The calculation puts the molar mass at 1030.0 g/mol. The LUMO energy is -10.87 eV. The HOMO-LUMO gap comes out at 0.2115 Eh.

CARTESIAN COORDINATES (ANGSTROEM)
Ta (0.77, -1.16, 0.59)
C (3.39, -2.04, -0.66)
N (2.02, -2.62, -0.42)
C (1.44, -3.05, -1.73)
C (2.14, -3.82, 0.51)
C (1.87, -3.43, 1.95)
N (0.55, -2.72, 2.08)
C (0.40, -2.28, 3.52)
C (-0.59, -3.65, 1.77)
H (3.96, -2.74, -1.26)
H (3.89, -1.87, 0.29)
H (3.31, -1.10, -1.20)
H (2.10, -3.78, -2.20)
H (1.35, -2.19, -2.40)
H (0.45, -3.48, -1.58)
H (3.15, -4.23, 0.42)
H (1.44, -4.59, 0.16)
H (2.64, -2.76, 2.33)
H (1.87, -4.31, 2.59)
H (0.41, -3.17, 4.15)
H (-0.54, -1.77, 3.65)
H (1.23, -1.63, 3.79)
H (-0.50, -4.54, 2.39)
H (-0.59, -3.92, 0.72)
H (-1.53, -3.15, 2.00)
C (-3.60, -3.14, -1.06)
C (-2.65, -2.18, -1.76)
C (-2.24, -2.70, -3.12)
O (-1.38, -2.17, -0.91)
B (-1.22, -0.90, -0.48)
O (-2.10, 0.02, -0.86)
C (-3.11, -0.65, -1.73)
C (-3.03, 0.04, -3.08)
C (-4.46, -0.41, -1.08)
H (-3.16, -4.14, -1.06)
H (-4.54, -3.19, -1.61)
H (-3.82, -2.84, -0.04)
H (-1.89, -3.73, -3.02)
H (-1.46, -2.10, -3.57)
H (-3.10, -2.72, -3.79)
H (-2.03, -0.01, -3.51)
H (-3.30, 1.09, -2.96)
H (-3.73, -0.40, -3.78)
H (-4.50, -0.79, -0.06)
H (-5.25, -0.89, -1.65)
H (-4.66, 0.66, -1.07)
F (0.99, 0.01, -1.22)
C (1.51, 1.22, -1.80)
C (1.54, 2.37, -1.04)
C (2.00, 3.49, -1.70)
F (2.08, 4.65, -1.06)
C (2.40, 3.45, -3.04)
F (2.84, 4.53, -3.63)
C (2.35, 2.25, -3.74)
F (2.74, 2.20, -4.99)
C (1.89, 1.10, -3.11)
F (1.82, -0.06, -3.74)
Ge (1.09, 2.42, 0.87)
S (2.10, 0.37, 1.52)
C (2.07, 3.70, 1.88)
C (3.41, 3.93, 1.60)
F (3.99, 3.19, 0.64)
C (4.14, 4.89, 2.27)
F (5.41, 5.09, 2.00)
C (3.50, 5.64, 3.26)
F (4.18, 6.55, 3.91)
C (2.16, 5.43, 3.57)
F (1.58, 6.15, 4.51)
C (1.46, 4.47, 2.88)
F (0.17, 4.26, 3.17)
C (-0.79, 2.18, 1.19)
C (-1.45, 1.12, 1.76)
F (-0.75, -0.05, 2.07)
C (-2.80, 1.07, 1.98)
F (-3.37, -0.03, 2.46)
C (-3.56, 2.18, 1.62)
F (-4.86, 2.15, 1.79)
C (-2.96, 3.29, 1.04)
F (-3.68, 4.32, 0.69)
C (-1.59, 3.27, 0.84)
F (-0.98, 4.32, 0.30)

Quick look at the Löwdin charges, all values in e: number 1, Ta, carries 1.56; number 2, C, carries -0.03; number 3, N, carries -0.37; number 4, C, carries -0.02; number 5, C, carries -0.12; number 6, C, carries -0.15; number 7, N, carries -0.39; number 8, C, carries -0.03; number 9, C, carries -0.01; number 10, H, carries 0.12; number 11, H, carries 0.09; number 12, H, carries 0.09; number 13, H, carries 0.13; number 14, H, carries 0.09; number 15, H, carries 0.09; number 16, H, carries 0.15; number 17, H, carries 0.13; number 18, H, carries 0.13; number 19, H, carries 0.16; number 20, H, carries 0.12; number 21, H, carries 0.10; number 22, H, carries 0.09; number 23, H, carries 0.13; number 24, H, carries 0.08; number 25, H, carries 0.11; number 26, C, carries 0.01; number 27, C, carries -0.37; number 28, C, carries 0.01; number 29, O, carries 0.03; number 30, B, carries -0.72; number 31, O, carries 0.13; number 32, C, carries -0.39; number 33, C, carries 0.01; number 34, C, carries 0.01; number 35, H, carries 0.10; number 36, H, carries 0.12; number 37, H, carries 0.10; number 38, H, carries 0.10; number 39, H, carries 0.09; number 40, H, carries 0.12; number 41, H, carries 0.09; number 42, H, carries 0.11; number 43, H, carries 0.12; number 44, H, carries 0.09; number 45, H, carries 0.12; number 46, H, carries 0.10; number 47, F, carries -0.16; number 48, C, carries -0.14; number 49, C, carries -0.13; number 50, C, carries -0.20; number 51, F, carries 0.15; number 52, C, carries -0.11; number 53, F, carries 0.21; number 54, C, carries -0.10; number 55, F, carries 0.21; number 56, C, carries -0.13; number 57, F, carries 0.15; number 58, Ge, carries 0.95; number 59, S, carries 0.50; number 60, C, carries -0.17; number 61, C, carries -0.23; number 62, F, carries 0.10; number 63, C, carries -0.12; number 64, F, carries 0.18; number 65, C, carries -0.10; number 66, F, carries 0.21; number 67, C, carries -0.12; number 68, F, carries 0.18; number 69, C, carries -0.20; number 70, F, carries 0.12; number 71, C, carries -0.15; number 72, C, carries -0.20; number 73, F, carries -0.10; number 74, C, carries -0.14; number 75, F, carries 0.16; number 76, C, carries -0.10; number 77, F, carries 0.20; number 78, C, carries -0.11; number 79, F, carries 0.20; number 80, C, carries -0.21; number 81, F, carries 0.13